Record 1
{"formula": "C5H7NO", "method": "the ωB97M-V functional and the def2-TZVPD basis", "species": ["H", "N", "C", "C", "C", "C", "H", "H", "H", "H", "C", "O", "H", "H"], "positions_angstrom": [[0.37, 1.26, 0.55], [-0.41, 0.60, 0.60], [-0.10, -0.50, 0.06], [1.22, -0.87, -0.58], [2.21, 0.20, -0.51], [2.97, 1.13, -0.41], [-0.87, -1.29, 0.05], [1.60, -1.78, -0.09], [1.03, -1.15, -1.63], [3.66, 1.94, -0.33], [-2.89, 0.11, 1.33], [-3.14, -0.89, 0.70], [-3.13, 1.12, 0.97], [-2.43, 0.07, 2.34]], "e_lumo_ev": 0.91, "spin_multiplicity": 1, "total_charge": 0, "de_lowest_kcal_mol": 76.5, "e_tot_ev": -8832.8835, "smiles": "[H]/N=C\\CC#C.C=O", "orbital_gap_ev": 10.56}

=====

Record 2
{"formula": "C36H76AlCl2FN2O17PSSi", "method": "the ωB97M-V functional and the def2-TZVPD basis", "species": ["C", "C", "Cl", "C", "Cl", "Al", "C", "C", "F", "O", "C", "C", "C", "C", "C", "C", "N", "P", "S", "C", "C", "N", "Si", "C", "C", "C", "O", "H", "H", "H", "H", "H", "H", "H", "H", "H", "H", "H", "H", "H", "H", "H", "H", "H", "H", "H", "H", "H", "H", "H", "H", "H", "H", "H", "H", "H", "H", "H", "H", "H", "H", "H", "H", "C", "C", "O", "C", "O", "O", "C", "H", "H", "H", "H", "H", "H", "H", "H", "C", "C", "O", "C", "O", "O", "C", "H", "H", "H", "H", "H", "H", "H", "H", "C", "C", "O", "C", "O", "O", "C", "H", "H", "H", "H", "H", "H", "H", "H", "C", "C", "O", "C", "O", "O", "C", "H", "H", "H", "H", "H", "H", "H", "H", "C", "C", "O", "C", "O", "O", "C", "H", "H", "H", "H", "H", "H", "H", "H"], "positions_angstrom": [[-5.52, -0.95, 6.53], [-3.98, -1.52, 6.60], [-4.03, -3.20, 7.43], [-2.90, -0.50, 7.29], [-3.46, 0.30, 8.86], [-2.21, 0.91, 5.91], [-3.38, 2.55, 5.52], [-4.97, 2.18, 5.27], [-3.36, 3.52, 6.66], [-1.44, -0.06, 4.48], [-0.12, 0.48, 4.00], [-0.49, 1.11, 2.55], [-2.03, 0.83, 2.02], [-2.36, 1.39, 0.52], [-1.11, 2.09, -0.27], [-1.08, 3.68, 0.14], [0.18, 4.41, -0.25], [0.74, -1.19, 3.49], [-0.52, -2.45, 2.64], [0.48, 1.35, 5.23], [1.52, 0.42, 6.14], [2.92, 0.33, 5.59], [1.36, 3.03, 4.98], [2.83, 3.03, 3.73], [-0.01, 4.27, 4.32], [1.87, 3.73, 6.73], [-0.53, 1.70, 6.28], [-6.34, -1.73, 6.89], [-5.75, -0.74, 5.39], [-5.71, 0.02, 7.16], [-3.63, -1.72, 5.48], [-1.93, -1.14, 7.55], [-2.99, 3.05, 4.52], [-5.53, 2.04, 6.29], [-5.07, 1.26, 4.53], [-5.45, 3.13, 4.73], [0.21, 0.57, 1.75], [-0.31, 2.26, 2.41], [-2.77, 1.40, 2.76], [-2.35, -0.30, 2.05], [-3.28, 2.14, 0.56], [-2.70, 0.45, -0.14], [-1.39, 2.06, -1.43], [-0.08, 1.54, -0.18], [-1.37, 3.86, 1.29], [-1.98, 4.19, -0.47], [1.05, 3.92, 0.07], [0.08, 5.37, 0.18], [1.84, -0.94, 2.55], [1.32, -1.90, 4.60], [1.61, 0.94, 7.21], [1.03, -0.65, 6.38], [2.96, 0.31, 4.55], [3.58, 1.00, 6.02], [3.82, 2.81, 4.32], [2.70, 2.30, 2.82], [2.90, 4.13, 3.27], [-0.96, 3.64, 3.97], [0.48, 4.86, 3.43], [-0.40, 4.96, 5.19], [0.94, 3.54, 7.44], [2.01, 4.90, 6.71], [2.78, 3.16, 7.20], [4.18, 10.74, 6.70], [3.99, 9.41, 5.98], [3.29, 8.47, 6.81], [1.96, 8.66, 6.90], [1.31, 9.53, 6.35], [1.46, 7.72, 7.75], [0.06, 7.86, 8.01], [4.67, 10.58, 7.67], [4.80, 11.42, 6.11], [3.22, 11.22, 6.90], [4.97, 8.98, 5.76], [3.48, 9.55, 5.02], [-0.52, 7.90, 7.09], [-0.11, 8.75, 8.62], [-0.26, 6.99, 8.58], [1.89, -5.05, -3.75], [0.97, -4.10, -4.49], [-0.30, -4.00, -3.85], [-0.34, -3.23, -2.74], [0.60, -2.61, -2.26], [-1.60, -3.27, -2.23], [-1.75, -2.57, -1.00], [1.41, -6.03, -3.61], [2.83, -5.20, -4.29], [2.13, -4.67, -2.75], [0.79, -4.49, -5.50], [1.43, -3.11, -4.61], [-1.40, -1.54, -1.08], [-1.22, -3.10, -0.20], [-2.81, -2.55, -0.75], [9.40, -6.21, -5.56], [8.49, -5.26, -6.31], [7.21, -5.16, -5.66], [7.17, -4.38, -4.55], [8.11, -3.76, -4.07], [5.92, -4.43, -4.04], [5.76, -3.73, -2.81], [8.92, -7.18, -5.42], [10.34, -6.35, -6.10], [9.64, -5.83, -4.56], [8.30, -5.65, -7.31], [8.94, -4.26, -6.42], [6.12, -2.69, -2.89], [6.30, -4.26, -2.02], [4.70, -3.71, -2.56], [-3.81, -2.46, -5.98], [-2.36, -2.15, -5.66], [-1.70, -1.57, -6.80], [-1.96, -0.26, -7.02], [-2.69, 0.45, -6.36], [-1.29, 0.11, -8.14], [-1.56, 1.45, -8.55], [-3.89, -3.07, -6.88], [-4.29, -2.98, -5.15], [-4.37, -1.54, -6.18], [-1.83, -3.09, -5.43], [-2.26, -1.50, -4.78], [-1.39, 2.16, -7.74], [-2.58, 1.52, -8.93], [-0.88, 1.70, -9.37], [-1.60, -5.21, -9.86], [-2.52, -5.44, -8.67], [-3.89, -5.47, -9.08], [-4.30, -6.62, -9.67], [-3.62, -7.61, -9.87], [-5.61, -6.46, -10.02], [-6.14, -7.57, -10.74], [-1.90, -4.31, -10.41], [-0.56, -5.10, -9.54], [-1.65, -6.04, -10.57], [-2.41, -4.60, -7.97], [-2.25, -6.35, -8.13], [-5.99, -8.51, -10.20], [-5.69, -7.62, -11.74], [-7.22, -7.41, -10.86]], "e_lumo_ev": 1.75, "spin_multiplicity": 1, "total_charge": -1, "e_tot_ev": -138713.1512, "orbital_gap_ev": 7.50}

=====

Record 3
{"formula": "H27O14", "method": "the ωB97M-V functional and the def2-TZVPD basis", "species": ["O", "H", "O", "H", "H", "O", "H", "H", "O", "H", "H", "O", "H", "H", "O", "H", "H", "O", "H", "H", "O", "H", "H", "O", "H", "H", "O", "H", "H", "O", "H", "H", "O", "H", "H", "O", "H", "H", "O", "H", "H"], "positions_angstrom": [[-1.99, 0.55, 1.37], [-2.07, 0.06, 0.56], [2.17, -3.81, 0.72], [-0.48, -3.33, 1.52], [-3.28, 1.19, -1.69], [3.22, -0.14, -0.14], [-3.49, 0.54, -2.97], [0.87, -2.62, 2.15], [1.24, -2.64, 3.02], [1.53, 2.43, -0.72], [2.19, -2.73, 2.96], [2.15, 3.01, -1.20], [-1.13, 0.93, 1.34], [2.27, -4.65, 0.20], [3.36, 4.30, 0.81], [2.47, 2.24, -1.66], [-2.46, -2.91, -1.70], [0.49, -1.09, 0.77], [-0.07, -1.26, -0.04], [3.45, 3.94, -0.12], [-3.98, 1.16, -2.33], [3.33, -0.26, 0.81], [-0.22, 4.98, -0.24], [-2.02, 1.65, -3.87], [-2.40, 2.33, -3.30], [2.45, 0.49, -0.18], [-2.90, -2.41, 3.49], [-2.84, -3.04, 2.74], [-2.48, -1.56, 3.28], [-1.85, -2.18, -1.90], [2.53, 3.82, 1.22], [-1.72, -2.80, 1.14], [-1.42, -3.67, 1.54], [0.69, 1.41, 0.85], [-1.68, -2.01, -2.88], [0.01, 4.87, -1.23], [-1.26, 1.24, -3.45], [0.79, 4.28, -1.26], [1.05, 1.14, 0.01], [2.25, -3.15, 0.03], [1.24, -0.35, 0.35]], "e_lumo_ev": 2.02, "spin_multiplicity": 1, "total_charge": -1, "de_lowest_kcal_mol": 92.1, "e_tot_ev": -29103.6736, "orbital_gap_ev": 8.48}

=====

Record 4
{"formula": "C8H16F6N3O4PdSSb", "method": "the ωB97M-V functional and the def2-TZVPD basis", "species": ["Pd", "C", "N", "C", "C", "O", "C", "O", "C", "C", "O", "N", "C", "C", "H", "H", "H", "H", "H", "H", "H", "H", "H", "H", "H", "H", "H", "H", "H", "H", "F", "Sb", "F", "F", "F", "F", "F", "O", "S", "N"], "positions_angstrom": [[-0.43, 0.04, 0.74], [1.03, -3.84, -1.55], [1.91, -2.69, -1.54], [3.32, -2.94, -1.74], [1.46, -1.52, -1.04], [0.27, -1.36, -0.76], [2.45, -0.37, -0.94], [1.98, 0.64, -0.09], [2.51, 0.70, 1.21], [2.06, -0.49, 2.06], [2.16, -1.62, 1.58], [1.61, -0.26, 3.31], [0.96, -1.34, 4.03], [1.35, 1.09, 3.83], [1.03, -4.30, -2.54], [0.02, -3.52, -1.30], [1.36, -4.58, -0.81], [3.42, -3.85, -2.33], [3.85, -3.08, -0.79], [3.79, -2.14, -2.30], [2.51, 0.08, -1.94], [3.43, -0.71, -0.64], [2.17, 1.66, 1.59], [3.61, 0.68, 1.20], [0.93, -2.22, 3.39], [-0.06, -1.04, 4.27], [1.50, -1.58, 4.94], [0.46, 1.52, 3.37], [2.22, 1.73, 3.70], [1.18, 0.99, 4.90], [-0.66, 1.57, -1.68], [0.10, 3.32, -1.70], [-1.54, 4.06, -1.12], [0.56, 2.98, 0.12], [0.95, 5.01, -1.63], [-0.39, 3.61, -3.50], [1.73, 2.52, -2.26], [-3.98, 0.16, 1.77], [-2.72, 0.84, 1.44], [-1.53, 0.67, 2.34]], "e_lumo_ev": [2.43, 2.42], "spin_multiplicity": 2, "total_charge": -1, "de_lowest_kcal_mol": 0.0, "e_tot_ev": -58378.5428, "orbital_gap_ev": [7.64, 7.97]}

=====

Record 5
{"formula": "C43H38BrF4N2O2PPt", "method": "the ωB97M-V functional and the def2-TZVPD basis", "species": ["Pt", "F", "C", "C", "F", "C", "F", "C", "P", "C", "C", "C", "C", "C", "C", "C", "C", "C", "C", "C", "C", "C", "Br", "C", "F", "H", "H", "H", "H", "H", "H", "H", "H", "H", "H", "C", "C", "C", "C", "C", "C", "C", "C", "C", "C", "N", "C", "C", "C", "C", "C", "N", "H", "H", "H", "H", "H", "H", "H", "H", "H", "H", "H", "H", "H", "H", "H", "H", "H", "C", "C", "C", "C", "C", "C", "C", "C", "C", "C", "O", "O", "H", "H", "H", "H", "H", "H", "H", "H", "H", "H", "H"], "positions_angstrom": [[-0.29, 0.31, -0.03], [5.78, 0.38, 3.68], [4.50, 0.29, 3.34], [3.51, 0.38, 4.30], [3.83, 0.56, 5.57], [2.18, 0.28, 3.92], [1.28, 0.32, 4.90], [1.79, 0.12, 2.59], [-0.01, -0.02, 2.16], [-0.87, 1.18, 3.20], [-2.19, 0.93, 3.55], [-2.87, 1.83, 4.36], [-2.24, 2.98, 4.80], [-0.94, 3.26, 4.40], [-0.26, 2.36, 3.60], [-0.30, -1.68, 2.83], [-0.74, -1.91, 4.13], [-0.82, -3.21, 4.61], [-0.46, -4.27, 3.80], [-0.02, -4.05, 2.51], [0.06, -2.76, 2.02], [2.81, -0.02, 1.64], [2.51, -0.48, -0.17], [4.14, 0.07, 2.01], [5.12, -0.06, 1.12], [-2.71, 0.06, 3.17], [-3.90, 1.64, 4.63], [-2.76, 3.68, 5.43], [-0.45, 4.18, 4.71], [0.76, 2.59, 3.28], [-1.01, -1.08, 4.77], [-1.17, -3.38, 5.62], [-0.53, -5.29, 4.18], [0.26, -4.88, 1.87], [0.37, -2.58, 1.00], [2.16, -2.01, -3.65], [0.85, -1.34, -4.06], [0.96, 0.17, -4.03], [1.76, 0.73, -5.03], [2.05, 2.08, -5.04], [1.56, 2.88, -4.02], [0.75, 2.38, -3.02], [0.29, 3.30, -1.92], [1.13, 3.13, -0.65], [0.41, 1.01, -3.05], [-0.50, 0.46, -2.10], [-1.48, -0.27, -2.56], [-2.16, -1.14, -1.69], [-3.30, -1.93, -1.81], [-3.51, -2.51, -0.57], [-2.49, -2.05, 0.27], [-1.67, -1.25, -0.40], [2.08, -3.09, -3.70], [2.44, -1.74, -2.63], [2.98, -1.70, -4.30], [0.05, -1.73, -3.43], [0.61, -1.65, -5.08], [2.16, 0.09, -5.80], [2.66, 2.51, -5.82], [1.80, 3.94, -4.00], [-0.75, 3.13, -1.67], [0.38, 4.33, -2.28], [1.03, 2.09, -0.30], [0.78, 3.78, 0.15], [2.20, 3.30, -0.84], [-1.73, -0.23, -3.62], [-3.90, -2.05, -2.70], [-4.30, -3.18, -0.28], [-2.35, -2.27, 1.32], [-5.52, 6.54, -1.98], [-4.79, 5.41, -1.33], [-4.86, 4.12, -1.84], [-4.17, 3.06, -1.26], [-4.26, 1.69, -1.87], [-3.38, 3.30, -0.14], [-3.29, 4.59, 0.39], [-2.45, 4.85, 1.61], [-4.00, 5.62, -0.21], [-2.61, 2.16, 0.50], [-3.20, 1.24, 1.06], [-1.34, 2.26, 0.35], [-6.34, 6.18, -2.61], [-4.86, 7.13, -2.61], [-5.95, 7.22, -1.23], [-5.48, 3.93, -2.72], [-5.15, 1.60, -2.50], [-4.29, 0.92, -1.11], [-3.40, 1.51, -2.51], [-2.78, 4.22, 2.44], [-2.52, 5.89, 1.92], [-1.41, 4.60, 1.42], [-3.94, 6.62, 0.22]], "e_lumo_ev": -0.57, "spin_multiplicity": 1, "total_charge": 0, "de_lowest_kcal_mol": 27.4, "e_tot_ev": -145731.1722, "orbital_gap_ev": 7.11}

=====

Record 6
{"formula": "C6H12N3OS", "method": "the ωB97M-V functional and the def2-TZVPD basis", "species": ["C", "C", "C", "C", "C", "C", "N", "N", "N", "O", "S", "H", "H", "H", "H", "H", "H", "H", "H", "H", "H", "H", "H"], "positions_angstrom": [[-2.07, -0.93, 0.52], [0.78, 0.25, 0.11], [-1.51, 1.66, -0.68], [2.00, 0.60, -2.34], [-1.65, 0.23, 2.52], [1.68, -1.92, -0.28], [-2.20, -0.74, 1.69], [1.61, -0.64, 0.27], [3.02, -0.04, -2.38], [0.93, 1.03, -2.38], [-0.97, -0.02, -0.72], [-2.68, -1.70, 0.14], [-1.74, 2.04, -1.71], [-0.88, 2.36, -0.28], [-1.30, -0.31, 3.37], [-0.69, 0.61, 2.09], [-2.10, 1.10, 2.83], [2.84, -2.16, -0.68], [0.91, -2.00, -1.05], [1.61, -2.59, 0.47], [-2.47, 1.82, -0.13], [4.01, 0.05, -2.02], [0.87, 1.29, 0.63]], "e_lumo_ev": [-3.60, -8.24], "spin_multiplicity": 3, "total_charge": 1, "de_lowest_kcal_mol": 79.2, "e_tot_ev": -23754.7092, "orbital_gap_ev": [6.01, 4.45]}

=====

Record 7
{"formula": "C4H11N3", "method": "the ωB97M-V functional and the def2-TZVPD basis", "species": ["C", "C", "C", "N", "C", "N", "N", "H", "H", "H", "H", "H", "H", "H", "H", "H", "H", "H"], "positions_angstrom": [[-0.82, 1.81, -0.21], [-0.57, 0.91, -1.41], [-0.30, -0.55, -1.07], [0.84, -0.69, -0.16], [0.92, -1.01, 1.19], [-0.11, -1.77, 1.68], [1.80, -0.52, 1.99], [0.12, 2.09, 0.27], [-1.45, 1.35, 0.54], [-1.30, 2.73, -0.55], [0.31, 1.24, -1.96], [-1.39, 0.97, -2.12], [-1.15, -1.12, -0.70], [0.01, -1.03, -2.02], [1.71, -0.76, -0.67], [-0.17, -1.77, 2.68], [-0.94, -1.83, 1.12], [2.49, -0.05, 1.40]], "e_lumo_ev": [4.36, 4.15], "spin_multiplicity": 2, "total_charge": -1, "de_lowest_kcal_mol": 1.0, "e_tot_ev": -8795.4269, "orbital_gap_ev": [3.14, 9.07]}

=====

Record 8
{"formula": "C36H22BiBr4F9N3O5PSe", "method": "the ωB97M-V functional and the def2-TZVPD basis", "species": ["Bi", "C", "C", "C", "O", "C", "O", "O", "H", "H", "H", "H", "H", "H", "H", "Br", "C", "C", "Br", "C", "Br", "C", "O", "C", "O", "C", "Br", "Se", "N", "C", "C", "C", "C", "N", "C", "N", "H", "H", "H", "F", "C", "F", "F", "C", "C", "C", "C", "C", "C", "P", "C", "C", "C", "C", "C", "C", "C", "F", "F", "F", "C", "C", "C", "C", "C", "C", "C", "F", "F", "F", "H", "H", "H", "H", "H", "H", "H", "H", "H", "H", "H", "H"], "positions_angstrom": [[1.73, -0.56, -0.16], [5.05, -0.47, 3.15], [4.16, -0.81, 1.96], [4.19, -2.34, 1.64], [2.81, -0.41, 2.23], [4.69, -0.11, 0.67], [5.85, 0.21, 0.60], [3.83, 0.02, -0.29], [4.71, -1.01, 4.04], [5.03, 0.60, 3.36], [6.08, -0.73, 2.92], [2.63, -3.27, 2.72], [4.91, -2.81, 2.31], [4.53, -2.48, 0.61], [2.84, 0.52, 2.51], [2.57, 5.66, -3.23], [2.38, 3.81, -2.93], [2.62, 2.90, -3.95], [3.14, 3.50, -5.66], [2.46, 1.54, -3.71], [2.74, 0.25, -5.05], [2.06, 1.08, -2.46], [1.84, -0.22, -2.23], [1.85, 2.00, -1.43], [1.48, 1.55, -0.23], [2.00, 3.36, -1.68], [1.65, 4.55, -0.26], [0.79, -4.21, 3.66], [0.38, -4.57, 2.03], [1.07, -4.31, 0.91], [0.52, -4.85, -0.28], [1.02, -4.51, -1.52], [2.03, -3.55, -1.57], [2.60, -3.06, -0.48], [2.23, -3.48, 0.74], [2.95, -3.04, 1.78], [-0.31, -5.53, -0.18], [0.63, -4.94, -2.42], [2.38, -3.13, -2.50], [-7.95, -0.66, -1.08], [-7.06, -1.46, -1.68], [-7.31, -2.71, -1.22], [-7.37, -1.48, -2.98], [-5.63, -1.07, -1.42], [-5.31, -0.28, -0.32], [-3.99, 0.03, -0.06], [-2.99, -0.46, -0.89], [-3.31, -1.23, -2.00], [-4.64, -1.54, -2.27], [-1.21, -0.05, -0.59], [-1.16, -0.13, 1.24], [-1.71, -1.26, 1.85], [-1.49, -1.51, 3.19], [-0.71, -0.63, 3.93], [-0.18, 0.51, 3.34], [-0.39, 0.75, 2.00], [-0.38, -0.96, 5.36], [0.64, -1.85, 5.43], [-1.40, -1.52, 6.01], [0.01, 0.10, 6.07], [-1.35, 1.73, -1.03], [-1.75, 2.74, -0.16], [-1.84, 4.04, -0.62], [-1.55, 4.33, -1.95], [-1.17, 3.33, -2.83], [-1.08, 2.03, -2.36], [-1.67, 5.75, -2.45], [-2.92, 6.00, -2.88], [-1.41, 6.66, -1.50], [-0.86, 6.00, -3.48], [-6.10, 0.09, 0.32], [-3.75, 0.64, 0.79], [-2.53, -1.60, -2.65], [-4.90, -2.15, -3.12], [-2.32, -1.94, 1.27], [-1.93, -2.38, 3.66], [0.40, 1.20, 3.93], [0.03, 1.63, 1.54], [-1.98, 2.53, 0.87], [-2.13, 4.84, 0.05], [-0.96, 3.56, -3.86], [-0.79, 1.24, -3.04]], "e_lumo_ev": -2.41, "spin_multiplicity": 1, "total_charge": 0, "de_lowest_kcal_mol": 34.0, "e_tot_ev": -437500.8166, "orbital_gap_ev": 5.59}